[1]
Here is a structure of composition C27H27BrCrF6N2O5S3 in a non-equilibrium geometry from the Open Molecules 2025 dataset. Energies are from the ωB97M-V functional and the def2-TZVPD basis.

As for the expectation value of S²: 6.0558. Its net charge is -2. As for the spin multiplicity: 5. The energy relative to the best compared isomer or geometry (same formula, charge and spin) comes out at 48.2 kcal per mole. The frontier orbital gap (alpha / beta) is 5.762 / 6.895 eV.

Atoms and positions in Å:
Cr  0.373  0.442  -0.247
F  3.196  3.373  1.254
C  2.778  2.151  0.927
F  1.735  2.306  0.037
F  3.763  1.570  0.234
S  2.214  1.044  2.358
O  1.639  -0.025  1.524
O  3.476  0.711  2.974
N  1.256  1.838  3.222
S  -0.587  1.514  2.646
O  -1.804  1.471  3.475
O  -0.798  1.316  1.154
C  -0.603  3.420  2.457
F  0.321  3.861  1.587
F  -0.430  4.127  3.588
F  -1.792  3.810  1.950
C  -3.915  -6.708  -1.442
C  -3.540  -6.108  -0.084
C  -2.694  -7.134  0.683
C  -4.836  -5.852  0.700
C  -2.762  -4.802  -0.230
C  -2.307  -4.130  0.895
C  -1.592  -2.960  0.774
Br  -0.952  -2.171  2.406
C  -1.263  -2.332  -0.469
O  -0.582  -1.231  -0.601
C  -1.744  -3.043  -1.614
C  -2.451  -4.229  -1.452
C  -1.519  -2.602  -3.072
C  -2.889  -2.425  -3.751
C  -0.714  -3.693  -3.801
C  -0.754  -1.288  -3.247
H  -4.459  -7.644  -1.301
H  -3.025  -6.921  -2.035
H  -4.558  -6.026  -2.000
H  -3.253  -8.064  0.824
H  -2.415  -6.750  1.663
H  -1.778  -7.361  0.135
H  -5.378  -6.788  0.861
H  -5.482  -5.168  0.147
H  -4.617  -5.405  1.668
H  -2.488  -4.521  1.887
H  -2.774  -4.732  -2.351
H  -3.461  -3.354  -3.772
H  -2.758  -2.087  -4.782
H  -3.469  -1.672  -3.214
H  -1.220  -4.659  -3.788
H  0.260  -3.808  -3.324
H  -0.555  -3.405  -4.844
H  -1.276  -0.457  -2.781
H  -0.654  -1.079  -4.316
H  0.241  -1.343  -2.812
S  3.883  -0.717  -3.074
C  2.649  -0.337  -2.121
N  1.717  -0.087  -1.458
C  -4.943  1.491  -1.898
C  -4.287  0.685  -0.950
C  -2.922  0.701  -0.856
C  -2.121  1.505  -1.708
C  -0.688  1.491  -1.640
C  -0.024  2.337  -2.501
C  -0.686  3.179  -3.414
C  -2.048  3.171  -3.503
C  -2.800  2.329  -2.653
C  -4.214  2.298  -2.724
H  -6.026  1.476  -1.962
H  -4.866  0.057  -0.283
H  -2.438  0.114  -0.094
H  1.061  2.354  -2.502
H  -0.107  3.841  -4.050
H  -2.571  3.808  -4.210
H  -4.706  2.927  -3.460

Electronic structure analysis, Mulliken charges in units of e: number 1, Cr, carries 0.232; number 2, F, carries -0.268; number 3, C, carries 0.747; number 4, F, carries -0.153; number 5, F, carries -0.252; number 6, S, carries 0.813; number 7, O, carries -0.570; number 8, O, carries -0.732; number 9, N, carries -0.605; number 10, S, carries 0.677; number 11, O, carries -0.660; number 12, O, carries 0.125; number 13, C, carries 0.586; number 14, F, carries -0.221; number 15, F, carries -0.273; number 16, F, carries -0.256; number 17, C, carries -2.065; number 18, C, carries 1.943; number 19, C, carries -1.708; number 20, C, carries -1.691; number 21, C, carries -0.108; number 22, C, carries 0.215; number 23, C, carries -0.624; number 24, Br, carries -0.243; number 25, C, carries 0.488; number 26, O, carries 0.305; number 27, C, carries -0.335; number 28, C, carries -0.617; number 29, C, carries 2.732; number 30, C, carries -1.878; number 31, C, carries -1.897; number 32, C, carries -2.967; number 33, H, carries 0.439; number 34, H, carries 0.363; number 35, H, carries 0.371; number 36, H, carries 0.449; number 37, H, carries 0.323; number 38, H, carries 0.368; number 39, H, carries 0.440; number 40, H, carries 0.373; number 41, H, carries 0.323; number 42, H, carries 0.385; number 43, H, carries 0.114; number 44, H, carries 0.347; number 45, H, carries 0.498; number 46, H, carries 0.309; number 47, H, carries 0.307; number 48, H, carries 0.397; number 49, H, carries 0.479; number 50, H, carries 0.444; number 51, H, carries 0.524; number 52, H, carries 0.308; number 53, S, carries -0.533; number 54, C, carries 0.657; number 55, N, carries -0.469; number 56, C, carries -0.473; number 57, C, carries -1.104; number 58, C, carries -0.470; number 59, C, carries 1.130; number 60, C, carries 0.035; number 61, C, carries -0.263; number 62, C, carries -1.070; number 63, C, carries -0.959; number 64, C, carries 1.375; number 65, C, carries -0.873; number 66, H, carries 0.380; number 67, H, carries 0.416; number 68, H, carries 0.489; number 69, H, carries 0.406; number 70, H, carries 0.364; number 71, H, carries 0.329; number 72, H, carries 0.336



[2]
Here is the ion C4H6PS2 with charge +1 in a non-equilibrium geometry from the Open Molecules 2025 dataset. Energies are from the ωB97M-V functional and the def2-TZVPD basis.

Its net charge is +1. The energy relative to the best compared isomer or geometry (same formula, charge and spin) comes out at 28.8 kcal per mole. The frontier orbital gap (alpha / beta) is 5.608 / 5.607 eV.

Atoms and positions in Å:
C  -0.241  0.623  -0.196
C  -1.503  -0.108  -0.436
C  0.891  0.537  0.610
C  -1.929  -1.246  -0.964
P  1.736  -0.459  1.834
S  3.502  0.634  1.898
S  -0.902  -2.546  -1.534
H  -0.564  1.587  -0.610
H  -2.384  0.646  -0.262
H  1.409  1.456  0.452
H  -2.878  -1.566  -0.990
H  4.013  -0.009  2.931
H  0.167  -1.796  -1.836

Electronic structure analysis, natural (NBO) charges in units of e: number 1, C, carries 0.038; number 2, C, carries -0.324; number 3, C, carries -0.722; number 4, C, carries -0.212; number 5, P, carries 0.900; number 6, S, carries -0.089; number 7, S, carries 0.127; number 8, H, carries 0.242; number 9, H, carries 0.259; number 10, H, carries 0.246; number 11, H, carries 0.231; number 12, H, carries 0.177; number 13, H, carries 0.127



[3]
Here is the molecule C3H4N2OS in a non-equilibrium geometry from the Open Molecules 2025 dataset. Energies are from the ωB97M-V functional and the def2-TZVPD basis.

As for the structure (SMILES): CS/C(C#N)=N/O. The energy relative to the best compared isomer or geometry (same formula, charge and spin) comes out at 102.8 kcal per mole. The frontier orbital gap is 8.977 eV.

Atoms and positions in Å:
C  -2.113  1.262  -0.674
C  0.037  -0.075  0.113
C  1.532  -0.368  -0.046
H  -1.996  2.010  0.178
H  -2.740  1.822  -1.425
H  -2.488  0.302  -0.046
H  -0.115  -1.143  2.844
N  -0.668  -0.831  1.016
N  2.665  -0.682  -0.139
O  0.347  -1.361  1.891
S  -0.385  0.848  -1.198

Electronic structure analysis, natural (NBO) charges in units of e: number 1, C, carries -0.788; number 2, C, carries -0.108; number 3, C, carries 0.218; number 4, H, carries 0.230; number 5, H, carries 0.258; number 6, H, carries 0.273; number 7, H, carries 0.484; number 8, N, carries -0.144; number 9, N, carries -0.262; number 10, O, carries -0.569; number 11, S, carries 0.407



[4]
Here is a cluster of 2 separate species, C2H8Cl2Si2 in total in a non-equilibrium geometry from the Open Molecules 2025 dataset. Energies are from the ωB97M-V functional and the def2-TZVPD basis.

As for the expectation value of S²: 2.0016. As for the spin multiplicity: 3. The energy relative to the best compared isomer or geometry (same formula, charge and spin) comes out at 5.0 kcal per mole. The frontier orbital gap (alpha / beta) is 7.681 / 7.946 eV.

Atoms and positions in Å:
C  -2.781  -0.350  -1.508
C  1.557  0.708  1.747
Si  -2.564  -0.283  0.415
Si  2.205  0.101  0.028
Cl  2.409  -1.867  0.071
Cl  3.814  1.131  -0.511
H  -3.340  -1.260  -1.721
H  -3.227  0.523  -1.814
H  -1.777  -0.398  -1.920
H  0.982  1.659  1.549
H  0.934  -0.127  2.166
H  2.485  0.885  2.269
H  -1.870  -1.494  0.152
H  1.173  0.771  -0.924

Electronic structure analysis, natural (NBO) charges in units of e: number 1, C, carries -1.033; number 2, C, carries -1.089; number 3, Si, carries 0.570; number 4, Si, carries 1.230; number 5, Cl, carries -0.332; number 6, Cl, carries -0.357; number 7, H, carries 0.235; number 8, H, carries 0.212; number 9, H, carries 0.233; number 10, H, carries 0.248; number 11, H, carries 0.247; number 12, H, carries 0.236; number 13, H, carries -0.214; number 14, H, carries -0.187



[5]
Here is a cluster of 2 separate species, C8H17N2O in total in a non-equilibrium geometry from the Open Molecules 2025 dataset. Energies are from the ωB97M-V functional and the def2-TZVPD basis.

Its net charge is +1. The energy relative to the best compared isomer or geometry (same formula, charge and spin) comes out at 41.1 kcal per mole. The frontier orbital gap is 9.609 eV.

Atoms and positions in Å:
C  1.940  0.734  -0.169
C  -2.505  0.782  0.093
C  -2.170  0.046  -1.159
C  -1.443  1.180  1.073
C  -1.185  -1.105  -0.900
C  -0.477  -0.005  1.455
C  -0.226  -0.469  0.029
C  3.128  0.705  -0.955
N  1.891  1.397  0.896
N  0.874  0.000  -0.609
O  0.800  -2.496  0.803
H  -2.995  1.667  -0.079
H  -3.031  -0.057  0.577
H  -3.089  -0.312  -1.673
H  -1.681  0.743  -1.948
H  -0.770  2.084  0.633
H  -1.918  1.494  2.087
H  -1.801  -1.966  -0.433
H  -0.786  -1.638  -1.775
H  0.320  0.392  2.021
H  -0.971  -0.808  2.078
H  3.956  1.329  -0.588
H  2.872  1.156  -1.954
H  3.577  -0.383  -1.257
H  2.692  1.963  1.199
H  0.420  -2.858  1.651
H  1.117  -0.302  -1.590
H  1.462  -3.272  0.497

Electronic structure analysis, natural (NBO) charges in units of e: number 1, C, carries 0.408; number 2, C, carries -0.438; number 3, C, carries -0.377; number 4, C, carries -0.376; number 5, C, carries -0.532; number 6, C, carries -0.516; number 7, C, carries 0.682; number 8, C, carries -0.695; number 9, N, carries -0.634; number 10, N, carries -0.581; number 11, O, carries -0.958; number 12, H, carries 0.245; number 13, H, carries 0.203; number 14, H, carries 0.252; number 15, H, carries 0.201; number 16, H, carries 0.231; number 17, H, carries 0.257; number 18, H, carries 0.261; number 19, H, carries 0.260; number 20, H, carries 0.298; number 21, H, carries 0.239; number 22, H, carries 0.264; number 23, H, carries 0.241; number 24, H, carries 0.247; number 25, H, carries 0.383; number 26, H, carries 0.498; number 27, H, carries 0.426; number 28, H, carries 0.510



[6]
Here is a cluster of 3 separate species, C6H12Cl6 in total in a non-equilibrium geometry from the Open Molecules 2025 dataset. Energies are from the ωB97M-V functional and the def2-TZVPD basis.

As for the structure (SMILES): ClCCCl.ClCCCl.ClCCCl. The energy relative to the best compared isomer or geometry (same formula, charge and spin) comes out at 22.3 kcal per mole. The frontier orbital gap is 11.132 eV.

Atoms and positions in Å:
Cl  5.111  4.961  12.112
C  6.811  5.442  11.825
C  7.173  5.645  10.377
Cl  7.523  3.994  9.689
H  7.563  4.739  12.164
H  6.930  6.431  12.238
H  8.173  6.036  10.243
H  6.499  6.045  9.729
Cl  10.391  5.714  4.910
C  9.285  5.104  6.059
C  8.507  6.251  6.686
Cl  9.279  7.441  7.741
H  9.781  4.470  6.770
H  8.618  4.451  5.527
H  7.515  5.877  7.092
H  8.161  6.839  5.781
Cl  4.522  5.061  7.948
C  3.809  6.505  7.143
C  4.819  7.509  6.798
Cl  5.391  8.150  8.359
H  3.027  6.943  7.792
H  3.457  6.081  6.191
H  4.255  8.322  6.325
H  5.659  7.062  6.230

Electronic structure analysis, natural (NBO) charges in units of e: number 1, Cl, carries -0.049; number 2, C, carries -0.395; number 3, C, carries -0.341; number 4, Cl, carries -0.133; number 5, H, carries 0.231; number 6, H, carries 0.220; number 7, H, carries 0.232; number 8, H, carries 0.230; number 9, Cl, carries -0.023; number 10, C, carries -0.424; number 11, C, carries -0.420; number 12, Cl, carries -0.030; number 13, H, carries 0.226; number 14, H, carries 0.226; number 15, H, carries 0.231; number 16, H, carries 0.212; number 17, Cl, carries -0.067; number 18, C, carries -0.385; number 19, C, carries -0.391; number 20, Cl, carries -0.067; number 21, H, carries 0.234; number 22, H, carries 0.224; number 23, H, carries 0.234; number 24, H, carries 0.228